# 1
A gas-phase ion, C3H8NOS2 (charge +1) at a distorted geometry. Source: OMol25; level of theory: ωB97M-V/def2-TZVPD.

```
15
Properties=species:S:1:pos:R:3:forces:R:3
S 0.124 -1.523 1.644 -0.24 -0.50 -0.15
S -0.093 -0.802 3.532 -0.12 0.19 0.10
O -2.061 0.917 -1.422 -0.12 0.20 0.33
N 0.511 0.703 -1.770 -0.17 -1.31 0.83
C 0.565 -0.112 0.596 0.40 0.16 0.06
C -0.135 -0.237 -0.768 0.94 0.64 1.22
C -1.588 0.178 -0.601 -0.03 -0.17 -0.97
H 1.357 1.089 -1.356 0.21 0.08 -0.50
H -0.002 -1.212 -1.157 -0.22 -1.15 -0.35
H 1.653 -0.038 0.560 0.08 -0.16 -0.49
H 0.244 0.811 1.035 -0.34 0.50 0.59
H 1.099 -1.159 4.044 0.08 0.06 -0.17
H -0.184 1.396 -1.940 -0.99 1.40 -0.33
H 0.635 0.223 -2.655 0.60 0.04 -0.19
H -2.125 -0.236 0.259 -0.07 0.02 0.03
```
Forces are in eV/Å.

- energy relative to the best compared isomer or geometry (same formula, charge and spin) (kcal/mol) = 6.00
- energy (eV) = -28441.39064
- charge = +1
- structure (SMILES) = [NH3+][C@H](C=O)CSS
- orbital gap (eV) = 9.1

Results of the Löwdin charge analysis, in e, for atoms 1 through 6:
1. S 0.4661
2. S 0.3810
3. O 0.1068
4. N 0.2573
5. C -0.5216
6. C -0.2955

***

# 2
A molecular structure, C11H13BaF13O3S at a distorted geometry. Source: OMol25; level of theory: ωB97M-V/def2-TZVPD.

```
42
Properties=species:S:1:pos:R:3:forces:R:3
Ba -4.679 -3.508 0.007 -10.39 -2.89 -4.31
S -3.033 2.994 -0.015 0.90 8.43 -1.36
F -1.384 -0.202 1.490 -3.07 -1.03 -4.42
F -3.609 1.566 2.209 -0.63 -0.84 -5.25
F -4.161 -0.201 -1.226 1.76 0.83 4.61
F -1.455 2.527 0.429 -3.56 -0.11 -1.14
F -2.986 -3.027 0.727 8.98 3.42 3.54
F -2.354 4.454 -0.616 -1.31 -3.39 1.24
F -3.159 3.808 1.530 0.19 -1.95 -3.56
F -4.595 3.662 -0.433 3.77 -1.34 0.69
F -4.663 -0.717 1.007 3.12 1.05 -2.08
F -5.379 1.813 0.644 5.18 -1.64 0.26
F -2.091 -2.458 -1.405 -0.80 0.34 4.68
F -2.943 2.394 -1.600 0.02 0.16 3.66
F -1.437 -0.017 -0.987 -2.44 -1.75 4.61
O 0.846 -1.915 -1.442 2.27 0.39 1.16
O 2.540 -2.961 -2.784 -2.43 7.19 5.94
O 3.301 -0.987 -1.618 -4.89 -1.37 -0.35
C -3.655 0.062 0.176 -2.45 -0.93 -1.15
C -2.151 -0.556 0.236 2.56 1.13 -0.31
C -0.519 -2.755 0.641 -0.35 -0.95 -0.43
C -3.889 1.564 0.723 -4.31 -1.06 4.22
C 4.155 1.413 0.708 0.51 0.00 0.63
C -1.983 -2.172 0.075 5.39 0.36 -2.83
C 3.983 -0.033 1.463 0.38 0.30 0.56
C 2.226 -1.935 -1.950 3.35 -5.53 -4.79
C 4.066 1.347 -0.929 -0.45 -0.11 0.17
C 0.788 -2.001 0.024 1.54 0.85 1.52
C 2.809 0.393 -1.480 0.15 3.04 0.11
H 5.065 0.917 -1.399 -2.13 0.99 0.99
H 4.861 -0.755 1.130 -2.07 1.34 0.62
H 4.070 0.110 2.645 -0.12 -0.23 -2.64
H 0.887 -0.928 0.535 -0.36 -2.25 -1.26
H 2.449 0.857 -2.518 0.87 -1.43 2.05
H 1.906 0.520 -0.740 1.71 -0.60 -1.26
H 1.744 -2.606 0.383 -2.20 1.05 -0.47
H 3.384 2.189 1.169 1.45 -1.66 -1.19
H 3.882 2.468 -1.295 0.45 -2.63 0.54
H 5.229 1.830 1.013 -2.33 -0.87 -0.77
H -0.538 -2.738 1.832 0.09 0.42 -2.65
H -0.446 -3.910 0.357 -0.55 2.48 0.27
H 2.919 -0.507 1.284 2.20 0.82 0.15
```
Forces are in eV/Å.

- energy (eV) = -64585.13200
- charge = +2
- orbital gap (eV) = 6.5

Results of the Löwdin charge analysis, in e, for atoms 1 through 6:
1. Ba 2.2609
2. S 1.0850
3. F 0.0584
4. F 0.0367
5. F 0.0329
6. F -0.1613

***

# 3
3 unconnected molecules or ions with the total composition C3H8N2O2 at a distorted geometry. Source: OMol25; level of theory: ωB97M-V/def2-TZVPD.

```
15
Properties=species:S:1:pos:R:3:forces:R:3
O -2.134 -1.608 0.676 -1.20 0.65 -0.30
O -1.825 -0.380 -2.029 -0.68 0.18 0.47
N 0.570 0.056 0.704 -0.30 -0.56 1.37
N 1.810 1.827 0.985 0.26 2.16 0.19
C 1.617 -0.078 -0.142 0.06 0.79 -0.41
C 0.756 1.200 1.434 0.23 -0.65 -1.80
C 2.309 1.146 -0.077 -0.21 -4.19 0.62
H -2.400 -1.182 -0.160 0.97 -0.19 -0.37
H -2.989 -1.475 1.114 0.45 -0.42 0.62
H 1.874 -1.055 -0.551 -0.25 0.56 -0.37
H -1.236 -0.921 -2.561 0.28 0.54 -0.01
H -1.551 0.549 -1.971 0.35 -0.72 -0.36
H 0.006 1.516 2.122 0.03 0.35 0.50
H 3.292 1.054 -0.526 0.11 1.54 0.21
H -0.099 -0.651 0.983 -0.07 -0.05 -0.38
```
Forces are in eV/Å.

- energy relative to the best compared isomer or geometry (same formula, charge and spin) (kcal/mol) = 36.69
- energy (eV) = -10315.36139
- structure (SMILES) = c1c[nH]cn1.O.O
- orbital gap (eV) = 9.1

Results of the Löwdin charge analysis, in e, for atoms 1 through 6:
1. O -0.0771
2. O -0.0562
3. N 0.0311
4. N 0.0214
5. C -0.1304
6. C -0.2026

***

# 4
A single C3H6OS2 molecule at a distorted geometry. Source: OMol25; level of theory: ωB97M-V/def2-TZVPD.

```
12
Properties=species:S:1:pos:R:3:forces:R:3
S -1.711 -2.086 -0.005 0.40 0.18 0.00
S 1.211 -1.648 0.007 0.32 -0.03 -0.17
O -0.499 0.281 0.001 0.40 -0.58 0.03
C 2.219 -0.129 -0.011 -0.88 0.36 0.32
C -0.421 -1.071 -0.001 -0.80 1.07 0.03
C -1.788 0.930 0.002 0.26 -0.44 0.07
H 3.256 -0.439 -0.096 0.01 -0.03 0.05
H -2.335 0.590 -0.881 -0.10 0.25 0.17
H 1.930 0.525 -0.842 0.17 -0.31 0.15
H 2.023 0.406 0.931 0.36 -0.16 -0.38
H -2.324 0.637 0.912 -0.01 0.17 -0.25
H -1.564 2.006 -0.016 -0.14 -0.49 -0.03
```
Forces are in eV/Å.

- energy relative to the best compared isomer or geometry (same formula, charge and spin) (kcal/mol) = 17.03
- energy (eV) = -26925.70419
- structure (SMILES) = COC(=S)SC
- orbital gap (eV) = 9.4

Results of the Löwdin charge analysis, in e, for atoms 1 through 6:
1. S 0.6493
2. S 0.8819
3. O -0.2483
4. C -0.3681
5. C -1.2172
6. C -0.0809

***

# 5
A molecular structure, C6H5O6Yb at a distorted geometry. Source: OMol25; level of theory: ωB97M-V/def2-TZVPD.

```
18
Properties=species:S:1:pos:R:3:forces:R:3
Yb 1.286 -1.154 0.013 2.06 -1.11 1.92
O -1.066 0.732 -3.672 1.13 -0.46 2.20
O -0.576 -1.416 -1.096 0.85 2.60 -2.30
O 2.658 1.727 -1.315 -2.32 -1.09 0.85
O -2.077 1.790 -1.022 3.20 -0.43 -0.55
O 0.383 -1.752 1.912 0.40 -0.97 0.24
O 0.196 2.182 0.717 0.44 -1.31 -3.00
C -0.928 1.503 -1.329 -3.53 0.78 -0.05
C -0.013 -0.609 -1.896 -0.09 -3.39 -0.51
C 0.274 1.777 -0.451 -0.47 2.02 3.71
C 1.628 1.292 -0.928 2.38 1.67 -0.87
C -0.667 0.593 -2.540 -1.56 0.50 -1.73
C -0.539 -0.969 2.708 -0.32 0.46 0.63
H 1.145 -0.777 -2.114 -1.74 0.41 -0.52
H -1.188 -1.643 3.271 0.04 0.26 -0.14
H 0.566 -2.599 2.355 -0.13 0.28 0.04
H -1.118 -0.359 2.018 -0.19 -0.07 0.03
H 0.037 -0.318 3.368 -0.16 -0.17 0.06
```
Forces are in eV/Å.

- energy relative to the best compared isomer or geometry (same formula, charge and spin) (kcal/mol) = 64.92
- multiplicity = 2
- energy (eV) = -50094.22250
- charge = +2
- orbital gap (spin up / spin down) (eV) = 7.3 / 7.0

Results of the Löwdin charge analysis, in e, for atoms 1 through 6:
1. Yb 1.5897
2. O 0.2785
3. O 0.0118
4. O 0.2839
5. O 0.2778
6. O -0.2530